(1)
Formula: C19H21NO3
Source: OMol25
Level of theory: ωB97M-V/def2-TZVPD

The charge is 0. As for the strongest force on any atom: 1.1 eV/Å. As for the SMILES: COc1cc(/C=N/C[C@H]2OCCc3ccccc32)cc(OC)c1. The calculation puts the HOMO energy at -8.435 eV. The value obtained for the frontier orbital gap is 0.33208 Eh.

Structure (XYZ):
```
44
Properties=species:S:1:pos:R:3:forces:R:3
C -6.6827 -0.9293 0.5289 -0.201 0.107 0.029
H -7.4128 -1.7206 0.6914 0.017 0.096 -0.008
O -5.4477 -1.5810 0.3551 0.344 -0.083 -0.052
C -4.3397 -0.8239 0.1313 0.077 0.226 -0.023
C -4.3328 0.5598 0.0592 -0.216 -0.063 0.035
C -3.1379 1.2476 -0.1769 0.121 -0.191 0.004
C -1.9558 0.5491 -0.3416 0.005 0.245 -0.009
C -1.9620 -0.8464 -0.2638 -0.987 0.340 0.146
C -3.1456 -1.5286 -0.0296 0.245 0.020 -0.044
H -3.1683 -2.6050 0.0336 0.020 -0.165 0.006
C -0.7153 -1.5790 -0.4206 0.595 -0.439 -0.109
N 0.3789 -0.9796 -0.6148 -0.563 0.297 0.017
C 1.5966 -1.7021 -0.7316 0.497 -0.549 0.143
H 2.0773 -1.3850 -1.6626 0.033 -0.121 0.042
C 2.5402 -1.3651 0.4608 -0.472 -0.045 -0.133
C 2.9969 0.0700 0.3811 0.156 -0.022 0.088
C 2.0810 1.0948 0.5877 0.023 0.068 0.061
C 2.4690 2.4158 0.4769 -0.069 0.048 0.037
C 3.7832 2.7266 0.1655 0.071 0.079 -0.034
C 4.7011 1.7118 -0.0239 -0.050 0.009 -0.004
C 4.3202 0.3795 0.0818 0.005 -0.016 0.003
C 5.3327 -0.7207 -0.0768 -0.202 -0.318 0.073
C 4.6346 -2.0422 -0.3898 0.398 0.095 -0.142
O 3.5963 -2.2975 0.5300 -0.038 0.023 0.125
H 4.2462 -2.0263 -1.4176 0.052 -0.031 0.051
H 5.3237 -2.8841 -0.2908 -0.052 0.094 -0.108
H 5.8856 -0.8231 0.8622 0.057 -0.042 -0.066
H 6.0476 -0.4766 -0.8647 0.022 -0.006 0.008
H 5.7300 1.9475 -0.2568 0.110 0.031 -0.026
H 4.0916 3.7579 0.0761 0.024 0.084 -0.006
H 1.7503 3.2066 0.6368 -0.064 0.058 0.026
H 1.0609 0.8388 0.8274 -0.072 0.061 0.047
H 1.9700 -1.5215 1.3853 0.036 0.067 -0.151
H 1.4554 -2.7966 -0.7460 0.035 0.121 -0.004
H -0.7863 -2.6758 -0.3602 0.088 0.035 -0.018
H -1.0144 1.0327 -0.5364 0.090 0.128 -0.028
O -3.2517 2.6039 -0.2234 -0.260 -0.305 0.048
C -2.0820 3.3605 -0.4284 0.188 0.129 -0.049
H -2.3991 4.4021 -0.4143 0.072 -0.063 -0.009
H -1.3521 3.1911 0.3693 -0.012 -0.005 -0.028
H -1.6206 3.1336 -1.3944 -0.006 -0.003 0.043
H -5.2270 1.1486 0.1791 -0.136 0.029 0.022
H -6.6675 -0.2661 1.3996 0.004 -0.013 -0.040
H -6.9624 -0.3553 -0.3602 0.017 -0.010 0.037
```
Forces are in eV/Å.

Atomic partial charges in e from the natural (NBO) method, atoms 1 to 5: atom 1 (C): -0.25, atom 2 (H): 0.20, atom 3 (O): -0.51, atom 4 (C): 0.40, atom 5 (C): -0.40

=====

(2)
Formula: C4H10N2
Source: OMol25
Level of theory: ωB97M-V/def2-TZVPD

The charge is -1. As for the expectation value of S²: 0.750. Its multiplicity is 2. As for the strongest force on any atom: 5.1 eV/Å. The calculation puts the HOMO energy (spin up / spin down) at 1.462 / -5.156 eV. The value obtained for the frontier orbital gap (spin up / spin down) is 0.09696 / 0.35257 Eh.

Structure (XYZ):
```
16
Properties=species:S:1:pos:R:3:forces:R:3
C -0.2076 -1.8784 -2.2214 1.382 -1.206 1.672
C -0.5666 -0.4823 -1.6196 0.858 -2.215 0.202
C -0.5936 -0.5495 -0.0963 -0.086 0.949 0.641
N 0.3153 0.3989 0.5019 -0.077 1.065 0.495
C 0.2327 1.0299 1.7181 -0.546 0.591 0.531
N 1.0330 1.9350 2.1542 1.478 -1.172 -4.779
H -0.9071 -2.1254 -2.9445 -1.144 -0.275 -2.192
H 0.8510 -2.0528 -2.6109 -1.310 0.696 0.410
H -0.3799 -2.7770 -1.5361 0.293 1.475 -0.233
H -1.5606 -0.1877 -1.9011 -0.488 0.066 -0.592
H 0.1232 0.2184 -2.0797 0.108 0.433 0.432
H -1.5955 -0.3334 0.2127 -0.945 0.304 0.337
H -0.3875 -1.4900 0.3514 0.241 -1.194 -0.277
H 0.8717 0.7622 -0.2418 0.914 0.780 0.540
H -0.6342 0.8500 2.3888 0.331 -1.085 -0.868
H 0.9911 2.0804 3.0840 -1.008 0.790 3.680
```
Forces are in eV/Å.

Atomic partial charges in e from the natural (NBO) method, atoms 1 to 5: atom 1 (C): -0.75, atom 2 (C): -0.58, atom 3 (C): -0.55, atom 4 (N): -0.62, atom 5 (C): 0.17

=====

(3)
Formula: C3H8NOS
Source: OMol25
Level of theory: ωB97M-V/def2-TZVPD

The charge is +1. As for the strongest force on any atom: 5.0 eV/Å. As for the SMILES: [NH3+][C@@H](C=O)CS. The calculation puts the HOMO energy at -13.414 eV. The value obtained for the frontier orbital gap is 0.34305 Eh.

Structure (XYZ):
```
14
Properties=species:S:1:pos:R:3:forces:R:3
O -0.7651 1.8808 1.4913 0.079 0.131 0.664
C -1.1419 0.8455 1.0578 0.822 -1.679 -2.438
C -0.1600 -0.1618 0.3175 0.719 -1.073 -0.278
C -0.1175 0.0935 -1.2407 -0.681 0.306 0.519
S -0.9755 -1.1708 -2.2963 -0.119 1.407 0.226
N 1.2686 0.0072 0.9309 0.809 0.988 -4.824
H -2.1463 0.4774 0.8197 -0.639 0.576 0.716
H -0.4369 -1.2540 0.3628 0.243 1.200 0.916
H 0.8814 0.1917 -1.6416 0.473 0.030 0.302
H -0.6025 1.0606 -1.3721 -0.067 -0.049 -0.524
H -0.6821 -2.1581 -1.4960 0.262 -0.936 0.451
H 1.9309 -0.7337 0.5712 -0.898 0.910 0.343
H 1.2726 -0.0438 1.8926 -0.116 0.092 2.955
H 1.6745 0.9654 0.6030 -0.887 -1.901 0.972
```
Forces are in eV/Å.

Atomic partial charges in e from the natural (NBO) method, atoms 1 to 5: atom 1 (O): -0.45, atom 2 (C): 0.43, atom 3 (C): -0.16, atom 4 (C): -0.55, atom 5 (S): 0.07

=====

(4)
Formula: C5H4N2
Source: OMol25
Level of theory: ωB97M-V/def2-TZVPD

The charge is +2. As for the strongest force on any atom: 2.6 eV/Å. As for the SMILES: Cc1[n+]#cc#c[nH+]1. The calculation puts the HOMO energy at -21.812 eV. The value obtained for the frontier orbital gap is 0.31253 Eh.

Structure (XYZ):
```
11
Properties=species:S:1:pos:R:3:forces:R:3
C 1.6348 -0.9534 -1.9144 0.184 1.140 0.247
C 1.3199 0.3231 -1.7393 -0.383 -2.507 0.607
C 1.1321 -1.6359 -0.9665 -0.519 1.633 -0.345
C -0.1264 -0.2558 0.2097 -0.317 -0.224 -0.646
C -0.9796 0.1949 1.2356 -0.647 1.242 2.193
N 0.2969 -1.4208 -0.0334 1.156 -0.468 -0.940
N 0.5756 0.8928 -0.9315 -1.081 -1.092 1.249
H -0.9251 1.2491 1.5452 1.471 0.052 0.222
H -0.9077 -0.5097 2.0894 0.386 0.399 -0.235
H -2.0541 0.3867 1.2352 -0.874 -1.075 -1.603
H 0.0336 1.7291 -0.7300 0.623 0.899 -0.749
```
Forces are in eV/Å.

Atomic partial charges in e from the natural (NBO) method, atoms 1 to 5: atom 1 (C): 0.08, atom 2 (C): 0.65, atom 3 (C): 0.63, atom 4 (C): 0.66, atom 5 (C): -0.84

=====

(5)
Formula: C4H6Cl2Si
Source: OMol25
Level of theory: ωB97M-V/def2-TZVPD

The charge is 0. As for the strongest force on any atom: 3.5 eV/Å. As for the SMILES: C#CC[Si](=C)Cl.Cl. The calculation puts the HOMO energy at -8.681 eV. The value obtained for the frontier orbital gap is 0.32333 Eh.

Structure (XYZ):
```
13
Properties=species:S:1:pos:R:3:forces:R:3
C 1.6240 0.4946 1.8417 0.515 -0.580 2.309
C 0.9488 1.1004 1.0802 -0.503 1.758 -1.141
C 0.3180 1.9073 0.0371 -0.646 0.204 0.751
C -0.8513 0.4675 -2.5523 1.461 1.546 2.809
Si -0.7512 0.6392 -0.8299 -1.343 0.360 -0.422
Cl -2.1127 -0.1388 0.6508 1.077 0.479 -1.458
Cl -0.8148 -5.4052 1.6237 -1.925 -0.381 -0.220
H 1.9822 0.2391 2.8204 0.268 -0.471 -0.533
H 0.3800 -5.1682 1.7607 1.923 0.387 0.217
H 1.0996 2.1529 -0.6355 0.794 0.271 -1.023
H -0.0881 2.9247 0.3632 0.089 -1.726 -0.133
H -0.1765 0.9486 -3.2427 0.150 0.031 0.108
H -1.5581 -0.1621 -2.9175 -1.860 -1.877 -1.263
```
Forces are in eV/Å.

Atomic partial charges in e from the natural (NBO) method, atoms 1 to 5: atom 1 (C): -0.23, atom 2 (C): -0.03, atom 3 (C): -0.96, atom 4 (C): -1.15, atom 5 (Si): 1.47

=====

(6)
Formula: C4H8O2
Source: OMol25
Level of theory: ωB97M-V/def2-TZVPD

The charge is 0. As for the strongest force on any atom: 0.6 eV/Å. As for the SMILES: COCC(C)=O. The calculation puts the HOMO energy at -9.520 eV. The value obtained for the frontier orbital gap is 0.38243 Eh.

Structure (XYZ):
```
14
Properties=species:S:1:pos:R:3:forces:R:3
C 1.7040 0.7217 -0.0348 0.270 -0.168 -0.155
O 0.5710 1.0304 0.7462 0.017 0.040 -0.030
C -0.5941 1.0256 -0.0392 -0.174 0.086 -0.109
C -0.9975 -0.3703 -0.5290 -0.253 0.025 -0.238
O -1.4901 -0.5098 -1.6291 0.277 0.008 0.559
C -0.8369 -1.5119 0.4515 0.044 -0.024 -0.030
H 2.5746 0.7009 0.6247 -0.160 0.045 -0.077
H 1.6028 -0.2675 -0.5125 0.056 0.178 0.070
H 1.8617 1.4697 -0.8274 -0.045 -0.109 0.158
H -1.4002 1.4183 0.5935 0.058 -0.110 -0.115
H -0.5011 1.6729 -0.9242 0.011 -0.082 0.140
H -1.8034 -1.6422 0.9534 0.128 0.011 -0.025
H -0.0777 -1.3017 1.2134 -0.196 -0.042 -0.218
H -0.6132 -2.4362 -0.0866 -0.035 0.141 0.070
```
Forces are in eV/Å.

Atomic partial charges in e from the natural (NBO) method, atoms 1 to 5: atom 1 (C): -0.26, atom 2 (O): -0.53, atom 3 (C): -0.18, atom 4 (C): 0.57, atom 5 (O): -0.53